Entry 1:
Density functional theory data (wB97M-V/def2-TZVPD) for a structure of composition C22H36AsF6N3OPSW.

Last column: Mulliken charge in e.
Positions of all 72 atoms, in Å:
W (-0.052, 0.215, -0.433)  2.567
C (0.637, -0.106, 3.749)  -1.352
C (-0.376, 0.261, 2.735)  0.183
O (-0.216, -0.114, 1.499)  -0.380
N (-1.442, 0.948, 3.021)  0.145
C (-2.371, 1.380, 1.972)  -0.923
C (-1.719, 2.458, 1.141)  1.058
C (-1.986, 3.784, 1.417)  -1.024
C (-1.329, 4.798, 0.731)  -0.467
C (-0.417, 4.451, -0.258)  -1.186
C (-0.213, 3.116, -0.517)  -0.118
N (-0.833, 2.116, 0.164)  0.425
H (1.030, -1.100, 3.548)  0.258
H (0.229, -0.062, 4.759)  0.511
H (1.466, 0.607, 3.684)  0.373
H (-1.608, 1.220, 3.986)  0.349
H (-3.265, 1.772, 2.451)  0.782
H (-2.665, 0.513, 1.380)  -0.431
H (-2.714, 4.028, 2.181)  0.565
H (-1.527, 5.837, 0.967)  0.500
H (0.124, 5.198, -0.821)  0.543
H (0.473, 2.819, -1.301)  0.594
S (-1.400, 0.297, -2.298)  -0.232
C (-0.855, 1.460, -3.553)  0.487
N (0.038, 1.034, -4.478)  0.164
C (0.355, 1.749, -5.571)  -0.258
C (-0.241, 2.976, -5.787)  -0.657
C (-1.168, 3.436, -4.865)  -0.529
C (-1.481, 2.669, -3.736)  -0.431
H (0.465, 0.120, -4.369)  0.050
H (1.073, 1.304, -6.249)  0.492
H (0.008, 3.542, -6.674)  0.487
H (-1.669, 4.383, -5.025)  0.511
H (-2.237, 3.000, -3.037)  0.573
C (-1.997, -2.682, 2.171)  -1.377
C (-1.071, -3.141, 1.042)  0.205
C (0.352, -3.425, 1.526)  -1.456
P (-1.173, -2.199, -0.538)  -0.115
C (-2.925, -2.221, -1.138)  0.830
C (-3.583, -3.595, -0.901)  -1.397
C (-3.841, -1.132, -0.562)  -1.467
C (-0.042, -3.120, -1.693)  0.672
C (0.253, -2.464, -3.042)  -0.923
C (-0.532, -4.562, -1.925)  -1.878
H (-2.181, -3.535, 2.826)  0.584
H (-2.967, -2.326, 1.832)  0.273
H (-1.535, -1.918, 2.790)  0.089
H (-1.487, -4.084, 0.663)  0.925
H (0.920, -2.513, 1.713)  0.056
H (0.918, -4.048, 0.835)  0.358
H (0.290, -3.977, 2.464)  0.501
H (-2.826, -2.075, -2.218)  0.571
H (-3.765, -3.778, 0.157)  0.364
H (-3.027, -4.430, -1.314)  0.380
H (-4.555, -3.578, -1.395)  0.495
H (-4.149, -1.373, 0.455)  0.334
H (-4.750, -1.095, -1.162)  0.587
H (-3.414, -0.129, -0.574)  0.194
H (0.887, -3.167, -1.122)  0.235
H (-0.657, -2.255, -3.608)  0.290
H (0.845, -3.164, -3.632)  0.597
H (0.852, -1.555, -2.937)  -0.217
H (-1.385, -4.592, -2.601)  0.480
H (-0.774, -5.102, -1.011)  0.368
H (0.283, -5.105, -2.405)  0.519
F (1.978, 1.162, 0.402)  -0.430
As (3.015, 0.264, -0.738)  1.865
F (3.964, -0.372, 0.455)  -0.318
F (1.592, -1.023, -0.332)  -0.491
F (3.381, -0.735, -2.018)  -0.372
F (1.393, 0.764, -1.806)  -0.627
F (3.782, 1.642, -1.240)  -0.336

Atomic forces in eV per Å
W -0.32 -0.39 0.12
C -0.02 0.01 0.00
C -0.09 -0.01 0.00
O 0.18 0.09 -0.08
N 0.00 -0.02 -0.01
C 0.01 0.00 -0.01
C -0.04 -0.05 -0.03
C -0.02 0.00 -0.02
C 0.02 0.01 -0.02
C -0.08 -0.03 0.06
C 0.01 0.05 -0.03
N 0.19 0.15 -0.01
H 0.00 -0.01 0.01
H 0.00 0.01 -0.01
H 0.01 -0.02 -0.02
H 0.00 0.00 0.00
H 0.00 0.00 0.00
H -0.01 0.01 0.01
H 0.01 0.00 0.01
H 0.00 0.00 -0.01
H 0.01 0.00 0.00
H 0.04 0.02 0.05
S -0.06 -0.08 -0.08
C -0.04 0.01 0.04
N 0.00 0.01 -0.01
C 0.00 -0.01 0.01
C 0.00 0.00 0.00
C 0.00 0.00 0.01
C 0.02 0.01 -0.02
H 0.01 0.00 0.01
H 0.00 0.00 0.00
H 0.00 0.00 0.00
H 0.00 0.00 0.00
H 0.00 0.00 0.00
C 0.01 -0.02 -0.02
C -0.01 0.02 0.01
C 0.00 -0.01 -0.01
P -0.01 0.06 0.00
C -0.03 -0.01 -0.02
C 0.02 -0.01 0.01
C 0.02 0.00 0.01
C 0.01 0.01 0.00
C 0.01 0.00 0.03
C 0.01 -0.01 -0.01
H 0.00 0.00 0.00
H 0.00 -0.01 0.00
H 0.02 0.04 0.02
H -0.01 -0.01 0.01
H -0.01 0.01 0.01
H 0.01 0.01 0.00
H 0.00 -0.01 -0.01
H 0.01 0.00 0.01
H 0.00 0.01 0.02
H -0.01 0.00 0.01
H 0.00 0.01 0.00
H 0.00 0.01 -0.01
H 0.00 -0.01 0.00
H 0.02 0.03 -0.03
H -0.01 0.00 -0.01
H -0.01 0.00 -0.01
H 0.00 0.00 0.00
H -0.01 0.00 -0.02
H 0.02 0.00 -0.01
H 0.00 0.00 -0.01
H 0.00 0.00 0.00
F 0.16 0.02 0.02
As 0.05 -0.01 0.13
F 0.02 0.00 -0.03
F 0.01 0.09 -0.05
F -0.01 -0.01 -0.01
F -0.06 0.06 0.02
F -0.02 0.00 -0.02

Properties
**LUMO (alpha / beta)**: -14.41 / -13.94 eV
**Expectation value of S²**: 0.7727
**2S+1**: 2
**Charge**: +4
**HOMO (alpha / beta)**: -21.63 / -21.56 eV

***

Entry 2:
Density functional theory data (wB97M-V/def2-TZVPD) for a structure of composition C22H36Br6F12FeO8 at a distorted geometry.

Last column: Mulliken charge in e.
Positions of all 85 atoms, in Å:
Fe (2.382, 0.985, 0.099)  0.780
C (0.752, -1.530, -5.562)  -0.194
O (0.214, -1.479, -4.171)  0.157
O (1.908, -2.082, -5.541)  -0.850
C (-0.355, -2.182, -6.443)  0.757
F (-1.328, -1.239, -6.722)  -0.297
F (0.116, -2.468, -7.698)  -0.329
F (-0.974, -3.298, -6.036)  -0.289
C (-1.088, -0.962, -3.958)  -0.537
C (-1.373, -0.810, -2.452)  -0.186
H (-2.263, -0.178, -2.359)  0.437
H (-1.575, -1.810, -2.047)  0.121
H (-0.520, -0.409, -1.899)  -0.404
H (-1.852, -1.560, -4.463)  0.314
H (-1.053, 0.081, -4.318)  0.115
H (0.845, -0.470, -5.906)  -0.017
C (2.029, -2.371, 0.091)  -0.699
O (2.136, -2.875, -1.241)  0.143
O (2.126, -1.065, -0.038)  -0.493
C (0.740, -2.815, 0.816)  0.753
F (-0.382, -2.324, 0.264)  -0.027
F (0.564, -4.151, 0.946)  -0.296
F (0.757, -2.325, 2.093)  -0.273
C (1.816, -4.215, -1.516)  -0.024
C (2.213, -4.455, -2.972)  -1.063
H (1.484, -4.004, -3.651)  0.050
H (3.173, -4.024, -3.236)  0.255
H (2.179, -5.537, -3.153)  0.421
H (0.753, -4.356, -1.335)  0.219
H (2.480, -4.905, -0.968)  0.179
H (2.894, -2.744, 0.689)  -0.125
C (1.932, 1.344, 2.746)  0.435
O (0.910, 0.993, 1.796)  0.350
O (3.048, 1.331, 2.036)  -0.915
C (1.710, 2.733, 3.361)  0.760
F (2.738, 3.131, 4.129)  -0.327
F (1.553, 3.674, 2.422)  -0.193
F (0.630, 2.779, 4.197)  -0.279
C (-0.428, 0.907, 2.186)  0.332
C (-1.278, 0.736, 0.952)  0.334
H (-2.359, 0.704, 1.113)  0.495
H (-1.036, 1.425, 0.145)  -0.366
H (-1.140, -0.273, 0.552)  -0.704
H (-0.748, 1.827, 2.681)  0.144
H (-0.607, 0.063, 2.858)  -0.290
H (1.900, 0.591, 3.552)  0.182
C (2.026, 2.057, -2.343)  0.377
O (2.636, 2.666, -1.113)  -0.083
O (2.019, 0.819, -1.988)  -0.609
C (0.694, 2.776, -2.550)  0.564
F (0.061, 2.187, -3.590)  -0.281
F (-0.131, 2.682, -1.497)  -0.219
F (0.818, 4.082, -2.911)  -0.345
C (3.164, 3.959, -1.049)  -0.472
C (4.181, 4.054, 0.101)  -0.892
H (4.603, 3.065, 0.291)  0.188
H (5.001, 4.740, -0.107)  0.364
H (3.661, 4.327, 1.019)  0.111
H (2.419, 4.744, -0.881)  0.218
H (3.733, 4.256, -1.938)  0.339
H (2.688, 2.265, -3.201)  0.202
Br (-2.443, 5.474, 5.125)  -0.220
C (-1.485, 5.471, 3.424)  -0.150
C (-2.317, 4.764, 2.393)  -0.722
Br (-1.306, 4.591, 0.734)  -0.121
H (-0.604, 4.857, 3.593)  -0.088
H (-1.182, 6.473, 3.155)  0.427
H (-3.220, 5.336, 2.169)  0.434
H (-2.684, 3.771, 2.627)  0.389
Br (-2.885, -3.526, 1.712)  -0.154
C (-4.360, -3.034, 0.509)  -0.576
C (-4.028, -1.692, -0.098)  0.015
Br (-5.596, -1.099, -1.124)  -0.188
H (-5.299, -2.996, 1.047)  0.451
H (-4.292, -3.828, -0.224)  0.371
H (-3.114, -1.752, -0.679)  -0.075
H (-4.010, -0.951, 0.688)  0.224
Br (-0.073, -1.131, 6.064)  -0.167
C (-1.184, -2.484, 5.218)  -0.265
C (-2.502, -2.680, 5.918)  -0.515
Br (-3.405, -4.255, 5.268)  -0.187
H (-0.584, -3.394, 5.299)  0.390
H (-1.175, -2.345, 4.138)  -0.034
H (-3.128, -1.802, 5.784)  0.355
H (-2.318, -2.833, 6.976)  0.388

Atomic forces in eV per Å
Fe -0.44 -2.63 -0.44
C 1.30 0.33 1.20
O -0.90 -0.57 0.18
O -0.13 -0.93 -0.58
C 0.12 0.84 -1.59
F -0.27 -0.46 0.25
F 0.16 -0.21 0.37
F 0.03 0.10 0.34
C 1.38 1.20 0.46
C 0.04 -0.95 -0.59
H 0.05 -0.02 0.25
H -0.02 0.14 0.14
H -0.03 0.11 -0.29
H -0.20 0.21 0.14
H -0.58 -0.23 -0.49
H -0.89 0.22 -0.13
C 1.41 0.75 -1.02
O -0.33 -0.25 0.48
O -0.43 1.50 1.08
C -0.18 0.63 0.32
F 0.21 -0.24 -0.26
F 0.07 0.05 0.15
F 0.02 -0.17 -0.02
C 1.33 0.24 -0.93
C -1.39 -0.22 -0.25
H 0.19 0.20 -0.01
H 0.15 -0.06 0.23
H 0.27 0.05 -0.08
H -0.02 -0.62 -0.08
H -0.54 0.03 0.70
H -0.35 -0.65 0.14
C 0.56 -0.88 -0.42
O -0.07 0.71 0.15
O 0.49 0.44 -0.40
C -0.10 0.14 0.26
F 0.21 -0.23 -0.06
F -0.31 0.12 -0.01
F -0.10 0.15 -0.18
C -1.30 0.36 -0.07
C -0.24 -1.38 -0.83
H 0.01 0.68 0.50
H -0.03 0.16 0.22
H 0.49 0.20 -0.12
H 0.11 0.00 0.21
H 0.23 -0.02 0.18
H -0.11 0.09 0.29
C 1.40 -0.45 0.57
O 0.25 1.58 0.25
O -1.12 -0.41 0.07
C -0.68 -0.89 -1.18
F 0.05 0.20 0.24
F 0.16 0.46 0.03
F 0.07 -0.06 0.55
C 1.31 1.27 0.46
C -0.57 -0.65 0.36
H 0.10 0.04 -0.09
H -0.11 0.18 -0.04
H 0.22 0.11 0.08
H -0.33 -0.26 -0.20
H -0.43 -0.50 -0.44
H -0.06 0.52 -0.12
Br 0.00 0.22 -0.06
C 0.50 -1.30 0.16
C -0.94 0.60 -0.75
Br -0.11 0.08 0.18
H 0.14 0.23 0.21
H -0.26 0.16 -0.01
H 0.17 0.11 -0.17
H 0.51 -0.13 0.44
Br -0.42 0.11 0.08
C 0.77 0.02 -0.22
C -0.64 -0.29 0.65
Br 0.30 -0.14 -0.28
H 0.02 -0.29 0.14
H -0.51 -0.01 -0.13
H -0.16 0.43 -0.29
H 0.51 0.16 0.02
Br -0.33 0.13 -0.09
C 1.13 -1.36 -0.43
C 0.36 0.83 0.11
Br -0.12 -0.07 0.04
H -0.10 0.04 0.32
H -0.55 0.65 0.09
H -0.25 -0.20 -0.02
H -0.11 -0.03 0.04

Properties
**LUMO**: 3.20 eV
**Expectation value of S²**: 6.0124
**Energy relative to the best compared isomer or geometry (same formula, charge and spin)**: 0.000 eV
**2S+1**: 5
**Charge**: -2
**HOMO**: -1.44 eV